DFT (ωB97M-V with the def2-TZVPD basis set) results for a 12-piece molecular cluster, C48H122N6O16 overall.

Each line ends with the Löwdin charge.
CARTESIAN COORDINATES (ANGSTROEM)
C1 2.350 1.218 -2.203  -0.038
C2 0.975 0.964 -1.500  -0.501
C3 1.168 1.196 0.017  -0.038
C4 0.000 2.038 -1.983  -0.151
C5 -1.455 1.772 -1.611  -0.184
C6 -1.956 0.382 -2.094  -0.113
C7 -0.966 -0.779 -1.665  -0.453
C8 -1.226 -1.326 -0.248  -0.019
C9 -1.234 -1.815 -2.796  -0.055
N1 0.450 -0.367 -1.877  -0.099
O1 1.423 -1.417 -1.655  -0.011
H1 2.384 0.980 -3.266  0.076
H2 2.641 2.266 -2.285  0.077
H3 3.138 0.701 -1.656  0.077
H4 0.198 1.209 0.514  0.067
H5 1.678 0.327 0.432  0.078
H6 1.780 2.053 0.297  0.084
H7 0.242 3.044 -1.641  0.124
H8 0.052 1.957 -3.069  0.119
H9 -1.681 2.005 -0.571  0.103
H10 -2.136 2.504 -2.046  0.102
H11 -2.017 0.379 -3.182  0.102
H12 -2.958 0.173 -1.721  0.114
H13 -0.578 -0.894 0.514  0.067
H14 -1.284 -2.403 -0.086  0.076
H15 -2.220 -1.036 0.093  0.072
H16 -2.209 -2.278 -2.645  0.082
H17 -0.615 -2.713 -2.779  0.071
H18 -1.184 -1.400 -3.802  0.079
H19 1.575 -1.673 -2.568  0.093
C10 -13.227 3.481 -2.523  -0.030
C11 -12.261 2.266 -2.857  -0.464
C12 -12.696 1.099 -1.958  -0.047
C13 -12.480 1.872 -4.301  -0.157
C14 -11.812 2.736 -5.374  -0.158
C15 -10.300 2.953 -5.024  -0.130
C16 -10.020 3.414 -3.569  -0.516
C17 -8.504 3.254 -3.328  -0.044
C18 -10.283 4.994 -3.594  -0.019
N2 -10.793 2.636 -2.625  -0.074
O2 -10.524 2.960 -1.244  -0.016
H20 -14.244 3.091 -2.477  0.073
H21 -13.103 3.883 -1.518  0.076
H22 -13.322 4.211 -3.326  0.066
H23 -12.060 0.252 -2.216  0.081
H24 -12.691 1.322 -0.891  0.082
H25 -13.682 0.660 -2.111  0.084
H26 -12.102 0.850 -4.348  0.118
H27 -13.534 1.840 -4.575  0.125
H28 -11.918 2.235 -6.336  0.107
H29 -12.263 3.719 -5.513  0.097
H30 -9.741 3.574 -5.725  0.116
H31 -9.836 1.968 -5.066  0.112
H32 -8.251 2.201 -3.203  0.084
H33 -8.266 3.691 -2.359  0.074
H34 -7.859 3.735 -4.063  0.085
H35 -10.157 5.433 -2.605  0.067
H36 -11.303 5.191 -3.926  0.063
H37 -9.524 5.429 -4.244  0.079
H38 -10.558 3.919 -1.221  0.070
C19 2.976 9.922 -1.577  -0.121
O3 3.220 10.628 -0.399  -0.196
C20 3.105 12.029 -0.596  -0.221
C21 3.283 12.640 0.778  -0.229
N3 4.502 12.378 1.520  -0.053
C22 4.693 13.034 2.840  -0.169
C23 3.939 12.280 3.978  -0.231
O4 4.135 10.879 3.960  -0.188
C24 5.439 10.551 4.446  -0.106
H39 3.737 10.246 -2.287  0.093
H40 1.963 10.050 -1.958  0.084
H41 3.070 8.874 -1.293  0.089
H42 2.109 12.144 -1.024  0.120
H43 3.818 12.567 -1.222  0.124
H44 2.448 12.304 1.394  0.113
H45 3.251 13.715 0.602  0.118
H46 4.511 11.375 1.640  0.094
H47 4.386 14.077 2.763  0.118
H48 5.725 12.871 3.151  0.088
H49 2.913 12.530 3.706  0.105
H50 3.971 12.541 5.035  0.120
H51 5.497 10.730 5.519  0.080
H52 6.273 11.183 4.141  0.077
H53 5.703 9.503 4.297  0.091
C25 -0.887 -5.152 5.269  -0.123
O5 -1.952 -6.043 5.079  -0.200
C26 -3.237 -5.403 5.165  -0.197
C27 -4.285 -6.434 4.671  -0.213
N4 -4.152 -7.689 5.391  -0.062
C28 -4.898 -8.821 4.824  -0.212
C29 -4.766 -10.143 5.641  -0.167
O6 -3.446 -10.755 5.593  -0.210
C30 -2.848 -11.170 4.387  -0.114
H54 -0.070 -5.767 5.645  0.092
H55 -1.134 -4.270 5.860  0.083
H56 -0.594 -4.661 4.341  0.080
H57 -3.375 -4.422 4.711  0.120
H58 -3.425 -5.302 6.234  0.118
H59 -4.077 -6.658 3.625  0.107
H60 -5.286 -6.002 4.709  0.117
H61 -3.175 -7.940 5.347  0.098
H62 -4.598 -9.015 3.794  0.098
H63 -5.955 -8.567 4.751  0.114
H64 -5.512 -10.829 5.240  0.108
H65 -5.067 -9.917 6.664  0.117
H66 -2.771 -10.396 3.623  0.075
H67 -3.419 -12.028 4.033  0.085
H68 -1.838 -11.473 4.664  0.088
C31 12.175 1.241 4.513  -0.116
O7 11.970 0.103 3.733  -0.205
C32 12.455 0.236 2.354  -0.177
C33 11.837 -0.912 1.526  -0.234
N5 10.432 -1.048 1.795  -0.059
C34 10.023 -2.322 1.212  -0.210
C35 8.553 -2.529 1.506  -0.227
O8 8.157 -2.582 2.884  -0.179
C36 6.794 -2.526 3.169  -0.126
H69 13.233 1.501 4.490  0.086
H70 11.766 1.135 5.518  0.092
H71 11.649 2.027 3.971  0.084
H72 13.537 0.125 2.296  0.114
H73 12.317 1.172 1.813  0.116
H74 12.295 -1.819 1.922  0.109
H75 12.073 -0.871 0.463  0.124
H76 10.400 -1.061 2.805  0.103
H77 10.519 -3.086 1.811  0.118
H78 10.232 -2.532 0.163  0.130
H79 8.238 -3.416 0.957  0.116
H80 8.020 -1.755 0.955  0.116
H81 6.684 -2.528 4.254  0.090
H82 6.280 -3.396 2.761  0.080
H83 6.272 -1.669 2.743  0.084
C37 4.000 -8.114 0.867  -0.101
O9 3.712 -7.846 -0.497  -0.212
C38 2.820 -6.760 -0.809  -0.157
C39 1.385 -7.130 -0.153  -0.204
N6 0.820 -8.384 -0.742  -0.051
C40 -0.431 -8.740 -0.095  -0.198
C41 -1.673 -8.207 -0.909  -0.210
O10 -2.884 -8.603 -0.293  -0.205
C42 -4.019 -7.785 -0.598  -0.099
H84 3.051 -8.282 1.376  0.071
H85 4.593 -7.302 1.287  0.087
H86 4.632 -8.996 0.976  0.089
H87 2.659 -6.652 -1.882  0.115
H88 3.053 -5.778 -0.400  0.109
H89 0.798 -6.232 -0.345  0.105
H90 1.513 -7.172 0.928  0.087
H91 1.564 -9.005 -0.458  0.092
H92 -0.440 -8.307 0.906  0.105
H93 -0.505 -9.811 0.093  0.118
H94 -1.759 -8.659 -1.897  0.114
H95 -1.506 -7.146 -1.095  0.109
H96 -4.935 -8.091 -0.093  0.080
H97 -4.348 -7.802 -1.637  0.082
H98 -3.721 -6.808 -0.217  0.085
C43 1.584 6.548 2.572  -0.182
O11 0.559 6.128 3.429  -0.115
H99 1.702 7.629 2.649  0.078
H100 2.517 6.006 2.726  0.079
H101 1.359 6.308 1.532  0.067
H102 -0.154 6.762 3.323  0.074
C44 -0.448 -7.721 -5.910  -0.121
O12 0.075 -8.852 -5.133  -0.153
H103 -0.984 -7.019 -5.272  0.071
H104 0.434 -7.284 -6.378  0.069
H105 -1.097 -8.160 -6.669  0.072
H106 0.172 -8.654 -4.199  0.049
C45 7.317 6.001 -2.994  -0.134
O13 8.455 6.903 -3.143  -0.144
H107 7.748 5.000 -2.973  0.072
H108 6.786 6.262 -2.079  0.077
H109 6.668 6.035 -3.869  0.067
H110 9.031 6.519 -3.808  0.061
C46 -7.800 -0.776 0.863  -0.188
O14 -8.325 -0.895 -0.420  -0.116
H111 -6.986 -1.452 1.126  0.076
H112 -7.332 0.196 1.022  0.073
H113 -8.668 -0.875 1.516  0.078
H114 -8.667 -0.046 -0.708  0.072
C47 3.109 -1.595 -7.005  -0.166
O15 3.508 -2.679 -6.195  -0.134
H115 3.305 -1.886 -8.036  0.077
H116 2.046 -1.414 -6.847  0.078
H117 3.739 -0.752 -6.720  0.075
H118 4.220 -3.125 -6.658  0.070
C48 7.910 2.638 2.016  -0.151
O16 8.829 2.454 0.915  -0.132
H119 7.793 3.719 2.099  0.073
H120 6.912 2.253 1.805  0.065
H121 8.199 2.210 2.976  0.072
H122 9.271 1.611 1.043  0.042

Results
Total charge = 0
Orbital gap = 8.505 eV
Energy relative to the best compared isomer or geometry (same formula, charge and spin) = 697.2 kJ/mol
SMILES string = CC1(C)CCCC(C)(C)N1O.CC1(C)CCCC(C)(C)N1O.COCCNCCOC.COCCNCCOC.COCCNCCOC.COCCNCCOC.CO.CO.CO.CO.CO.CO
Multiplicity = 1

=====

DFT (ωB97M-V with the def2-TZVPD basis set) results for C61H53N7O5PS5Zr as an isolated structure.

Each line ends with the Löwdin charge.
CARTESIAN COORDINATES (ANGSTROEM)
Zr1 1.325 -1.250 -0.009  1.602
C1 -7.235 2.952 2.363  -0.094
O1 -6.839 1.616 2.608  -0.089
C2 -5.590 1.256 2.186  -0.291
C3 -4.695 2.116 1.573  -0.019
C4 -3.445 1.625 1.173  -0.025
C5 -3.094 0.307 1.375  -0.197
C6 -4.011 -0.544 1.992  -0.019
C7 -5.241 -0.079 2.401  0.007
C8 -1.741 -0.151 0.919  -0.124
C9 -0.556 -0.952 -1.236  -0.315
C10 -1.117 -1.902 -2.301  -0.472
C11 -2.617 -1.720 -2.173  -0.236
C12 -3.004 -1.166 -0.854  -0.075
N1 -1.712 -0.864 -0.212  0.011
C13 -3.036 -0.260 -2.127  -0.235
C14 -1.930 0.668 -2.396  -0.162
C15 -1.875 1.789 -3.202  -0.012
C16 -0.518 2.083 -3.390  -0.030
C17 0.265 1.199 -2.661  -0.140
C18 1.722 1.258 -2.722  -0.098
C19 2.260 1.859 -3.980  -0.207
C20 2.021 1.236 -5.209  -0.011
C21 2.501 1.763 -6.389  0.004
C22 3.227 2.953 -6.371  -0.287
O2 3.665 3.401 -7.584  -0.089
C23 4.334 4.648 -7.609  -0.095
C24 3.467 3.601 -5.167  -0.015
C25 2.975 3.044 -3.982  -0.030
C26 2.602 0.978 -1.738  -0.305
N2 2.148 0.598 -0.477  -0.100
C27 3.120 0.951 0.466  -0.232
C28 2.806 1.128 1.800  -0.089
C29 3.703 1.845 2.743  -0.177
C30 4.407 2.997 2.378  -0.024
C31 5.216 3.663 3.281  -0.002
C32 5.333 3.197 4.588  -0.285
O3 6.162 3.908 5.411  -0.090
C33 6.286 3.452 6.747  -0.094
C34 4.623 2.072 4.984  -0.004
C35 3.819 1.412 4.057  -0.030
C36 1.450 0.875 2.196  -0.225
C37 0.603 1.548 3.121  -0.004
C38 -0.696 1.214 2.803  -0.020
C39 -0.669 0.305 1.714  -0.246
N3 0.671 0.064 1.442  -0.092
C40 4.325 1.298 -0.287  -0.013
C41 4.015 1.303 -1.601  0.000
N4 -0.659 0.351 -1.984  0.057
C42 -4.378 0.146 -2.646  -0.171
C43 -5.382 0.522 -1.771  0.005
C44 -6.642 0.911 -2.228  -0.012
C45 -6.898 0.912 -3.595  -0.287
O4 -8.103 1.269 -4.149  -0.097
C46 -9.134 1.632 -3.252  -0.103
C47 -5.904 0.529 -4.490  -0.010
C48 -4.661 0.150 -4.012  -0.024
H1 -8.246 3.049 2.750  0.088
H2 -7.232 3.177 1.293  0.091
H3 -6.584 3.663 2.878  0.092
H4 -4.940 3.150 1.384  0.101
H5 -2.747 2.290 0.675  0.132
H6 -3.769 -1.592 2.119  0.102
H7 -5.959 -0.740 2.872  0.119
H8 -0.701 -1.550 -3.239  0.102
H9 -3.272 -2.413 -2.695  0.131
H10 -2.727 2.276 -3.651  0.103
H11 -0.112 2.892 -3.981  0.111
H12 1.453 0.312 -5.223  0.124
H13 2.326 1.269 -7.337  0.118
H14 4.545 4.860 -8.653  0.088
H15 5.275 4.608 -7.054  0.092
H16 3.709 5.442 -7.195  0.092
H17 4.020 4.528 -5.127  0.097
H18 3.145 3.560 -3.043  0.123
H19 4.306 3.387 1.371  0.113
H20 5.761 4.554 2.994  0.115
H21 6.964 4.139 7.244  0.086
H22 6.703 2.443 6.785  0.094
H23 5.323 3.459 7.262  0.091
H24 4.692 1.683 5.988  0.102
H25 3.280 0.528 4.372  0.080
H26 0.933 2.247 3.874  0.108
H27 -1.593 1.595 3.268  0.114
H28 5.279 1.537 0.160  0.113
H29 4.673 1.564 -2.415  0.113
H30 -5.175 0.481 -0.707  0.100
H31 -7.401 1.192 -1.513  0.093
H32 -10.005 1.863 -3.859  0.086
H33 -8.860 2.513 -2.664  0.089
H34 -9.377 0.815 -2.569  0.091
H35 -6.127 0.531 -5.551  0.113
H36 -3.885 -0.149 -4.710  0.123
S1 2.774 -7.648 -0.438  0.522
C49 2.193 -6.212 -0.987  -1.516
S2 3.148 -4.814 -1.269  0.919
C50 1.889 -3.707 -1.775  -1.095
C51 0.646 -4.242 -1.752  -0.981
S3 -0.893 -3.714 -2.405  0.949
S4 0.517 -5.905 -1.235  0.894
S5 2.335 -2.105 -2.360  0.594
C52 -2.422 -5.153 1.563  -0.135
C53 -1.803 -3.896 0.951  -0.412
P1 -0.281 -3.232 1.727  0.973
C54 0.747 -4.739 1.981  -0.398
C55 1.679 -4.739 3.187  -0.127
C56 -0.936 -2.870 3.408  -0.379
C57 -0.075 -1.989 4.312  -0.128
H37 -3.388 -5.344 1.090  0.075
H38 -2.599 -5.064 2.636  0.063
H39 -1.804 -6.037 1.398  0.054
H40 -2.518 -3.068 0.967  0.049
H41 -1.615 -4.050 -0.112  0.000
H42 1.347 -4.867 1.078  0.015
H43 0.075 -5.594 2.040  0.065
H44 2.318 -3.868 3.209  0.030
H45 2.321 -5.622 3.153  0.078
H46 1.130 -4.765 4.132  0.071
H47 -1.106 -3.845 3.872  0.072
H48 -1.921 -2.420 3.253  0.064
H49 0.971 -2.295 4.329  0.024
H50 -0.444 -2.030 5.340  0.075
H51 -0.100 -0.946 3.991  0.042
N5 4.781 -2.046 -0.025  0.191
C58 4.021 -2.087 1.069  -0.476
O5 2.760 -2.423 0.880  -0.283
C59 4.589 -1.792 2.314  -0.184
C60 3.884 -1.774 3.549  -0.213
N6 3.371 -1.760 4.583  0.167
C61 5.962 -1.392 2.313  -0.234
N7 7.063 -1.045 2.308  0.139
H52 4.316 -2.074 -0.929  0.020
H53 5.726 -1.705 0.036  0.104

Results
Total charge = -1
Orbital gap = 5.776 eV
Energy relative to the best compared isomer or geometry (same formula, charge and spin) = 607.4 kJ/mol
Multiplicity = 1

=====

no.,DFT total energy (eV),HOMO level (eV),E_LUMO (eV)
1,-93439.33238,-8.30,0.20
2,-149532.32353,-4.17,1.61